C4H5NO2 | the ωB97M-V functional and the def2-TZVPD basis

Element x y z (Å)
1 C -1.5378 -0.3946 -0.7704
2 C -0.2349 0.0646 -0.1845
3 C 0.2064 1.3049 0.0608
4 O 1.4347 1.2700 0.6866
5 C 1.7491 -0.0383 0.9364
6 O 2.6957 -0.3982 1.5852
7 N 0.7584 -0.7841 0.3252
8 H -1.5279 -0.3829 -1.8689
9 H -1.7805 -1.4095 -0.4318
10 H -2.3387 0.2719 -0.4270
11 H -0.2401 2.2777 -0.0814
12 H 0.8397 -1.7814 0.1914

- SMILES = Cc1coc(=O)[nH]1
- strongest force on any atom (hartree/bohr) = 0.0086
- energy (eV) = -9814.2084
- energy above the lowest of the compared OMol25 structures with the same formula, charge and spin (kJ/mol) = 10.27

Atomic partial charges in e from the natural (NBO) method, atoms 1 to 8:
1. C -0.645
2. C 0.097
3. C 0.034
4. O -0.453
5. C 0.856
6. O -0.604
7. N -0.618
8. H 0.231

---

C4H5NO2 | the ωB97M-V functional and the def2-TZVPD basis

Element x y z (Å)
1 C 0.8576 0.8278 -0.0131
2 C 1.1518 -0.4479 -0.7360
3 C -0.0587 -1.2923 -0.5836
4 C -0.3964 0.6731 0.6092
5 H 2.6927 1.7247 0.0127
6 H 2.0432 -0.4797 -1.4696
7 H -0.2927 -2.0931 -1.2638
8 H -2.3624 -1.6963 0.7750
9 H -1.1161 1.2168 1.2846
10 N -0.9362 -0.5723 0.1880
11 O 1.7526 1.7809 0.3971
12 O -2.2197 -0.9346 0.0636

- SMILES = Oc1ccn(O)c1
- strongest force on any atom (hartree/bohr) = 0.1071
- energy (eV) = -9810.2978
- energy above the lowest of the compared OMol25 structures with the same formula, charge and spin (kJ/mol) = 387.59

Atomic partial charges in e from the natural (NBO) method, atoms 1 to 8:
1. C 0.235
2. C -0.376
3. C -0.075
4. C -0.174
5. H 0.494
6. H 0.228
7. H 0.224
8. H 0.471